The following is a DFT calculation (ωB97M-V with the def2-TZVPD basis set) of a cluster of 10 separate species, C19H47Br6N5O12 in total in a non-equilibrium geometry.

Element x y z (Å)
C1 6.138 8.281 3.289
N1 7.047 7.498 4.175
O1 6.604 6.778 5.056
O2 8.239 7.675 4.000
H1 6.154 7.846 2.290
H2 6.322 9.352 3.211
H3 5.127 8.159 3.680
C2 0.992 -3.430 -8.741
N2 0.698 -2.144 -9.302
O3 0.945 -1.862 -10.471
O4 0.126 -1.355 -8.529
H4 2.037 -3.651 -8.959
H5 0.274 -4.123 -9.179
H6 0.798 -3.417 -7.669
C3 3.455 -7.000 -2.761
N3 4.437 -7.711 -3.626
O5 5.544 -7.826 -3.180
O6 4.173 -7.789 -4.868
H7 2.474 -7.087 -3.229
H8 3.809 -5.976 -2.646
H9 3.248 -7.578 -1.860
C4 3.392 9.700 -5.750
N4 4.352 10.351 -4.751
O7 4.286 9.913 -3.614
O8 5.039 11.264 -5.132
H10 2.576 10.358 -6.050
H11 2.898 8.862 -5.258
H12 3.943 9.252 -6.577
C5 0.382 3.834 5.950
N5 -0.305 5.163 6.131
O9 -1.513 5.149 6.070
O10 0.367 6.154 6.353
H13 -0.249 3.437 5.155
H14 0.283 3.298 6.894
H15 1.398 4.114 5.671
Br1 2.429 -1.151 0.421
C6 2.239 -0.089 -1.253
C7 2.135 1.434 -0.984
Br2 1.901 2.179 -2.786
H16 1.525 -0.540 -1.942
H17 3.117 -0.239 -1.880
H18 2.913 2.002 -0.474
H19 1.179 1.589 -0.482
Br3 1.312 -7.058 9.387
C8 2.975 -5.984 9.273
C9 2.579 -4.654 8.667
Br4 3.943 -3.241 9.190
H20 3.779 -6.534 8.783
H21 3.401 -5.821 10.263
H22 1.645 -4.287 9.092
H23 2.479 -4.705 7.583
Br5 8.169 4.103 -8.806
C10 7.392 2.593 -7.756
C11 7.495 1.407 -8.648
Br6 6.887 -0.055 -7.514
H24 6.393 2.929 -7.477
H25 8.103 2.531 -6.933
H26 8.525 1.152 -8.900
H27 6.826 1.562 -9.495
C12 -5.695 -4.977 -1.642
C13 -6.809 -4.763 -0.523
O11 -8.077 -5.075 -1.105
C14 -9.217 -4.985 -0.304
C15 -9.025 -5.609 1.144
H28 -5.781 -5.899 -2.218
H29 -5.835 -4.072 -2.233
H30 -4.687 -4.852 -1.247
H31 -6.452 -5.437 0.256
H32 -6.809 -3.769 -0.076
H33 -9.425 -3.916 -0.364
H34 -10.032 -5.482 -0.830
H35 -8.313 -5.140 1.823
H36 -8.780 -6.641 0.893
H37 -10.017 -5.566 1.594
C16 -5.546 -0.755 5.997
C17 -6.084 0.502 5.271
O12 -5.762 0.565 3.898
C18 -6.490 1.576 3.230
C19 -5.907 1.748 1.865
H38 -5.897 -0.718 7.028
H39 -5.814 -1.756 5.659
H40 -4.473 -0.724 6.186
H41 -7.167 0.590 5.356
H42 -5.613 1.335 5.793
H43 -7.539 1.288 3.167
H44 -6.493 2.551 3.718
H45 -6.408 2.392 1.142
H46 -5.755 0.762 1.424
H47 -4.930 2.214 1.993

Calculated values
- largest force on an atom (Eh/bohr) = 0.0773
- energy above the lowest of the compared OMol25 structures with the same formula, charge and spin (kJ/mol) = 275.3
- HOMO-LUMO gap (eV) = 9.205
- structure (SMILES) = C[N+](=O)[O-].C[N+](=O)[O-].C[N+](=O)[O-].C[N+](=O)[O-].C[N+](=O)[O-].BrCCBr.BrCCBr.BrCCBr.CCOCC.CCOCC